Run A
Below is the molecule C4H7F, with properties calculated with wB97M-V/def2-TZVPD.

Last column: Löwdin charge in e.
Positions of all 12 atoms, in Å:
1 C -1.3709 0.3457 -1.3822  -0.129
2 C -0.7237 -0.0926 -0.1257  -0.201
3 C 0.5978 -0.1893 0.0385  -0.120
4 C 1.2985 -0.4031 1.3283  -0.258
5 H -0.6857 0.4084 -2.3495  0.119
6 H -2.1699 -0.4392 -1.5693  0.089
7 H -1.7123 1.3394 -1.3062  0.043
8 H -1.3134 -0.2236 0.8469  0.136
9 H 1.3876 0.3234 -0.5839  0.134
10 H 1.1650 -1.3436 1.9159  0.130
11 H 0.8931 0.3796 1.9750  0.114
12 F 2.6340 -0.1052 1.2122  -0.058

Values from the calculation:
Total charge = 0
HOMO = -9.32 eV
LUMO energy = 1.2 eV

***

Run B
Below is a cluster of 2 separate species, C4H7F in total, with properties calculated with wB97M-V/def2-TZVPD.

Last column: Löwdin charge in e.
Positions of all 12 atoms, in Å:
1 C 0.1766 0.9384 -0.4247  -0.123
2 C 1.5990 0.6516 0.0667  -0.090
3 C 0.5788 -0.3797 0.0601  -0.368
4 C 0.0153 -1.4712 0.4974  0.030
5 F -3.0310 -0.0698 -1.0060  -0.096
6 H -0.5490 1.6221 0.0995  0.128
7 H 0.0275 0.9760 -1.4077  0.053
8 H 2.5163 0.6867 -0.5945  0.119
9 H 1.7755 0.8672 1.1834  0.136
10 H -2.5025 -0.2104 -0.2236  0.070
11 H 0.5328 -2.2220 1.1143  0.063
12 H -1.1393 -1.3889 0.6350  0.077

Values from the calculation:
Total charge = 0
HOMO = -10.00 eV
LUMO energy = 0.8 eV

***

Which of them is the most stable? Correct choice: run A.

***

Run A
Below is a structure of composition C10H8N2, with properties calculated with wB97M-V/def2-TZVPD.

Last column: Löwdin charge in e.
Positions of all 20 atoms, in Å:
1 C -2.8395 0.8356 -0.7318  -0.077
2 C -3.4781 -0.1379 -0.0119  -0.091
3 C -2.7366 -1.1534 0.6638  -0.108
4 C -0.7778 -0.1329 0.0690  -0.233
5 C -1.4789 0.8371 -0.6520  -0.019
6 C 0.8137 -0.1450 0.0127  -0.188
7 C 1.5104 0.9112 0.6465  -0.056
8 C 2.8003 0.8622 0.6201  -0.099
9 C 3.4578 -0.1760 -0.0725  -0.103
10 C 2.7031 -1.1119 -0.6743  -0.179
11 H -3.4376 1.5563 -1.1599  0.087
12 H -4.6331 -0.2391 -0.0251  0.128
13 H -3.1593 -1.9805 1.4707  0.154
14 H -0.9585 1.5554 -1.0622  0.061
15 H 0.9782 1.6067 1.1772  0.095
16 H 3.4365 1.6609 1.0954  0.134
17 H 4.5235 -0.3268 0.0235  0.098
18 H 3.2874 -2.1294 -1.4233  0.192
19 N -1.3657 -1.1192 0.6471  0.089
20 N 1.3542 -1.1734 -0.6130  0.113

Values from the calculation:
Total charge = 0
HOMO = -9.38 eV
LUMO energy = 0.9 eV

***

Run B
Below is the molecule C10H8N2, with properties calculated with wB97M-V/def2-TZVPD.

Last column: Löwdin charge in e.
Positions of all 20 atoms, in Å:
1 C -0.3083 -0.7341 2.9744  -0.133
2 C 0.0780 0.0717 1.9233  -0.018
3 C -0.1053 -0.3195 0.6294  -0.207
4 C -0.7009 -1.5772 0.3805  0.027
5 C -1.1149 -2.3161 1.5114  -0.112
6 C 0.2071 0.4672 -0.5345  -0.239
7 C 1.3491 0.1499 -1.2005  0.004
8 C 1.6080 0.9842 -2.2889  -0.125
9 C -0.3738 2.0414 -2.2042  -0.134
10 C -0.6626 1.4062 -1.0259  -0.007
11 H 0.0928 -0.5025 3.9492  0.105
12 H 0.4858 1.0315 2.0653  0.107
13 H -0.8493 -1.9336 -0.5759  0.092
14 H -1.5329 -3.2875 1.3937  0.092
15 H 2.0086 -0.5913 -0.8048  0.121
16 H 2.4906 0.8548 -2.8910  0.098
17 H -1.0398 2.7072 -2.6925  0.097
18 H -1.5559 1.6184 -0.5109  0.110
19 N -0.8503 -1.9384 2.7775  0.055
20 N 0.7740 1.8680 -2.8753  0.069

Values from the calculation:
Total charge = 0
HOMO = -9.81 eV
LUMO energy = 0.8 eV

***

Run C
Below is the molecule C10H8N2, with properties calculated with wB97M-V/def2-TZVPD.

Last column: Löwdin charge in e.
Positions of all 20 atoms, in Å:
1 C 0.4206 -2.2496 -1.9622  -0.075
2 C 1.3185 -1.5416 -2.7718  -0.104
3 C 1.5723 -0.2208 -2.5814  -0.123
4 C 0.3651 -0.2504 -0.6627  -0.233
5 C -0.0313 -1.5636 -0.8206  -0.077
6 C -0.0756 0.5459 0.6074  -0.254
7 C -1.3814 0.3080 1.0961  -0.033
8 C -1.6962 1.0536 2.2541  -0.174
9 C -0.9354 1.9615 2.7562  -0.107
10 C 0.3119 2.1641 2.0813  -0.100
11 H 0.0752 -3.5070 -2.1684  0.188
12 H 1.6734 -1.9269 -3.7743  0.121
13 H 2.0561 0.2405 -3.2464  0.035
14 H -0.4541 -2.1383 0.0244  0.114
15 H -2.1115 -0.6344 0.6200  0.180
16 H -2.8414 0.6950 2.6568  0.170
17 H -1.1930 2.3540 3.7998  0.137
18 H 0.9909 2.8009 2.5160  0.076
19 N 1.1954 0.4370 -1.4587  0.138
20 N 0.7405 1.4720 1.0347  0.121

Values from the calculation:
Total charge = 0
HOMO = -9.09 eV
LUMO energy = 0.7 eV

***

Which of them is the most stable? Correct choice: run B.

***

Run A
Below is the molecule C2H7NS, with properties calculated with wB97M-V/def2-TZVPD.

Last column: Löwdin charge in e.
Positions of all 11 atoms, in Å:
1 C -0.3710 -1.8626 0.2235  -0.439
2 S -1.1251 -0.2293 0.1760  0.783
3 H -1.1324 -2.6001 0.4502  0.026
4 H 0.3787 -1.9390 1.0057  0.035
5 H 0.0607 -2.0953 -0.7482  0.034
6 C 0.3950 0.7369 -0.0209  -0.611
7 N 0.0869 2.0110 -0.6246  -0.068
8 H 1.0679 0.1425 -0.6453  0.067
9 H 0.8713 0.8215 0.9563  0.070
10 H 0.6545 2.7508 -0.2375  0.063
11 H -0.8865 2.2635 -0.5351  0.040

Values from the calculation:
Total charge = 0
HOMO = -8.54 eV
LUMO energy = 1.0 eV

***

Run B
Below is a cluster of 2 separate species, C2H7NS in total, with properties calculated with wB97M-V/def2-TZVPD.

Last column: Löwdin charge in e.
Positions of all 11 atoms, in Å:
1 C 0.7951 -0.3365 0.0050  -0.413
2 C -0.1375 0.5734 0.7990  -0.671
3 S -0.8805 1.7482 -0.3884  0.584
4 N 0.0587 -1.1837 -0.9253  -0.030
5 H 1.3409 -0.9561 0.7102  0.100
6 H 1.5220 0.3906 -0.4836  0.108
7 H 0.4679 1.1726 1.4838  0.053
8 H -0.7739 -0.0742 1.4208  0.062
9 H -2.3924 0.9193 0.4076  0.122
10 H 0.6869 -1.5601 -1.6350  0.069
11 H -0.6871 -0.6934 -1.3940  0.016

Values from the calculation:
Total charge = 0
HOMO = -9.07 eV
LUMO energy = -0.8 eV

***

Which of them is the most stable? Correct choice: run A.